# 1
Molecular formula: BCsF4
Method: DFT, the ωB97M-V functional and the def2-TZVPD basis

XYZ file:
```
6
Properties=species:S:1:pos:R:3:forces:R:3
Cs -1.065807 2.842922 -0.280325 -0.022 0.143 -0.026
B 0.201313 -0.557868 0.048255 0.141 0.939 -0.922
F 1.379323 -1.338298 0.009125 -0.288 -0.792 0.527
F 0.302913 0.312942 -1.010735 -0.349 0.358 0.192
F -0.943847 -1.328048 -0.040145 0.275 -0.760 0.000
F 0.126103 0.068352 1.273825 0.242 0.113 0.228
```
Forces are in eV/Å.

Output
* spin multiplicity: 2
* energy relative to the best compared isomer or geometry (same formula, charge and spin): 2.7 kJ/mol
* frontier orbital gap (spin up / spin down): 15.01 / 6.65 eV
* F_max: 1.32 eV/A
* HOMO (spin up / spin down): -18.8 / -18.4 eV
* LUMO energy (spin up / spin down): -3.8 / -11.8 eV
* total charge: +1
* E_tot: -444.29058 Ha


# 2
Molecular formula: C31H49LuNO4P2
Method: DFT, the ωB97M-V functional and the def2-TZVPD basis

XYZ file:
```
88
Properties=species:S:1:pos:R:3:forces:R:3
Lu 0.141334 -0.379105 0.185026 -1.461 1.207 -0.618
C 0.782481 -0.948439 2.517502 0.921 0.589 -0.191
C 1.794330 -1.479513 1.658666 -0.024 1.138 -0.018
C 1.866477 0.832978 1.510798 0.301 -1.039 0.882
C 0.884792 0.473464 2.481877 1.036 -0.765 -0.314
C 2.441664 -0.374658 1.000434 -0.561 -0.199 1.122
C -0.086496 -1.718229 3.442606 -0.510 -0.384 0.359
H -0.330660 -2.710245 3.032745 0.066 0.195 0.191
H -1.038391 -1.192698 3.624587 0.310 -0.225 -0.011
H 0.393408 -1.871197 4.421628 -0.116 -0.010 -0.250
C 0.352839 1.380743 3.520017 -0.717 0.617 0.103
H -0.322970 0.859167 4.207233 0.168 0.114 -0.079
H -0.200960 2.212808 3.077846 0.232 -0.219 0.170
H 1.170463 1.825080 4.110254 -0.196 -0.238 -0.171
C 2.418166 2.197756 1.324810 -0.002 0.608 -0.213
H 3.292769 2.357143 1.978734 -0.263 -0.075 -0.224
H 1.676402 2.967477 1.568157 0.114 -0.147 -0.053
H 2.739106 2.374633 0.291438 0.019 0.011 0.149
C 3.608995 -0.479976 0.093561 0.615 -0.141 -0.562
H 4.550568 -0.630685 0.649835 -0.327 0.070 -0.137
H 3.733600 0.424839 -0.516504 0.003 -0.238 0.175
H 3.497009 -1.335089 -0.591524 0.150 0.302 0.149
C 2.236765 -2.882775 1.629939 0.109 -1.097 -0.201
H 2.856421 -3.173721 2.494186 -0.207 0.310 -0.143
H 2.827722 -3.085385 0.735275 -0.067 0.007 0.269
H 1.379256 -3.566067 1.614085 0.235 -0.020 0.089
C -0.805674 -2.917860 -1.524527 0.057 -0.841 0.976
C -0.383233 -3.528656 -0.387913 -0.778 0.336 -1.085
C 0.266662 -4.877969 -0.448150 0.370 -0.513 0.406
C 1.751999 -4.963892 -0.958674 0.008 -0.429 0.460
C 2.356516 -3.728143 -1.549852 0.112 -0.166 -0.873
C 1.873044 -3.200380 -2.680233 0.300 -0.374 0.138
C 0.737461 -3.847219 -3.415242 -0.144 -0.109 -0.427
C -0.695297 -3.632743 -2.837493 -0.090 0.190 -0.794
H -0.316096 -5.568199 -1.077877 -0.090 0.402 0.184
H 1.770524 -5.785911 -1.696734 0.176 0.356 0.204
H 0.254683 -5.316567 0.559473 -0.081 0.100 -0.282
H -1.147515 -4.634617 -2.765828 -0.069 0.410 0.204
H -1.402642 -2.001213 -1.537806 0.048 -0.065 0.292
H -0.679523 -3.196506 0.607366 0.150 0.435 -0.103
H -1.281460 -3.096331 -3.595869 0.050 -0.108 0.291
H 0.739334 -3.487642 -4.455552 0.031 -0.180 0.305
H 2.367663 -2.383956 -3.196512 0.066 -0.119 0.240
H 0.900964 -4.938725 -3.465384 0.118 0.445 -0.014
H 2.370369 -5.297512 -0.115356 -0.122 0.080 -0.262
H 3.312361 -3.408423 -1.137194 -0.308 0.211 -0.121
P -2.774379 -0.705337 0.727958 -0.078 0.005 0.084
C -3.388810 0.382224 2.074333 0.257 0.155 0.110
H -4.479883 0.264440 2.194764 0.455 0.033 -0.040
H -3.160981 1.435873 1.824195 -0.118 -0.515 0.138
H -2.876670 0.119080 3.017640 -0.292 0.186 -0.363
C -3.834070 -0.180072 -0.672816 0.089 0.168 -0.169
H -4.886539 -0.117887 -0.342127 0.420 -0.097 -0.203
H -3.739719 -0.912122 -1.492537 -0.140 0.266 0.246
H -3.493095 0.816128 -1.027513 -0.219 -0.625 0.225
C -3.449926 -2.342467 1.202482 0.154 0.034 0.135
H -3.281807 -3.051473 0.380936 -0.121 0.127 0.233
H -4.521687 -2.272553 1.433934 0.281 -0.094 -0.074
H -2.899111 -2.698280 2.091399 -0.306 0.071 -0.317
P 0.693937 0.637974 -2.530462 0.462 0.127 -0.559
C 2.416990 0.416140 -3.150107 -0.097 0.148 0.335
H 2.454457 0.543450 -4.235729 0.051 0.015 0.128
H 2.777177 -0.576211 -2.870824 0.072 0.284 -0.109
H 3.060331 1.170606 -2.661505 -0.259 -0.332 -0.283
C -0.330193 -0.170084 -3.823016 -0.237 0.037 -0.019
H -0.032135 -1.220035 -3.957241 -0.066 0.358 0.015
H -0.251318 0.372719 -4.782508 0.011 -0.293 0.406
H -1.381896 -0.141443 -3.487469 0.338 -0.027 -0.228
C 0.444782 2.418756 -2.925820 -0.068 0.034 0.509
H 0.702150 2.628078 -3.975528 -0.060 -0.164 0.343
H 1.101112 3.010702 -2.261607 -0.319 -0.172 -0.301
H -0.601373 2.695789 -2.727256 0.348 -0.057 -0.098
O -2.258349 2.581818 -0.941629 0.819 0.065 0.673
C -1.387010 2.653280 -0.073869 0.144 -1.044 -0.283
O -0.631247 1.619823 0.289096 -0.880 1.261 -0.254
C -1.147466 4.002994 0.592075 -0.836 0.547 0.349
C -1.196749 5.129840 -0.243686 -0.050 0.329 0.315
C -1.144895 6.431166 0.268489 -0.104 -0.306 0.515
C -1.109884 6.633347 1.658857 0.664 -1.979 -0.884
C -1.097475 5.519553 2.514067 -0.258 0.360 -0.296
C -1.177759 4.222835 1.985776 -0.179 0.237 -0.314
N -0.961255 7.960479 2.184712 0.389 3.862 1.238
O -0.930326 8.931490 1.371653 -0.150 -2.703 1.831
O -0.850784 8.126715 3.429798 -0.330 -0.841 -2.935
H -1.392194 4.999043 -1.305165 0.341 -0.051 0.142
H -1.156191 7.284578 -0.391242 -0.054 0.042 -0.011
H -1.060292 5.705668 3.583836 -0.138 -0.166 -0.163
H -1.420700 3.407541 2.669797 0.431 0.286 -0.281
```
Forces are in eV/Å.

Output
* frontier orbital gap: 7.96 eV
* F_max: 4.07 eV/A
* HOMO: -10.8 eV
* LUMO energy: -2.9 eV
* total charge: +1
* E_tot: -3484.36054 Ha